Entry 1:
A cluster of 2 separate species, C2H3NOS in total in a non-equilibrium geometry. Source: the OMol25 dataset; level of theory: ωB97M-V with the def2-TZVPD basis set.

Computed properties:
Highest occupied orbital energy (alpha / beta) (eV): -8.3 / -8.3
Structure (SMILES): C=C=O.N=S
LUMO level (alpha / beta) (eV): -0.9 / -0.9
Orbital gap (alpha / beta) (eV): 7.39 / 7.44
Max |F| (eV/A): 5.1
Energy above the lowest of the compared OMol25 structures with the same formula, charge and spin (eV): 3.342

Each line ends with the Mulliken charge.
Element x y z (Å)
C: 1.173 0.082 0.248  -0.8460
C: 0.420 0.928 -0.330  0.7120
O: -0.164 1.728 -0.926  -0.3557
H: 0.538 -0.676 0.927  0.1899
H: 2.229 -0.075 0.107  0.3011
N: -1.625 -0.834 -3.041  -0.3153
S: -0.135 -1.059 -2.860  0.0441
H: -2.150 -0.045 -2.785  0.2699

Forces on the atoms, in the same order (eV/Å):
C -0.99 -3.84 3.19
C 0.03 1.70 -1.52
O -0.70 0.22 0.07
H 1.76 1.75 -1.52
H -0.10 0.23 -0.09
N -0.63 -2.18 -0.95
S 0.82 0.32 0.15
H -0.19 1.81 0.68



Entry 2:
The molecule C2H3NOS in a non-equilibrium geometry. Source: the OMol25 dataset; level of theory: ωB97M-V with the def2-TZVPD basis set.

Computed properties:
Highest occupied orbital energy (eV): -9.4
Structure (SMILES): CN1OC1=S
LUMO level (eV): 0.5
Orbital gap (eV): 9.93
Max |F| (eV/A): 4.7
Energy above the lowest of the compared OMol25 structures with the same formula, charge and spin (eV): 3.491

Each line ends with the Mulliken charge.
Element x y z (Å)
C: -0.006 -0.104 -0.118  -0.7047
N: -0.640 -1.496 -0.028  -0.2436
O: -1.972 -1.758 0.536  -0.2572
C: -1.818 -1.614 -0.750  0.6337
S: -2.704 -1.681 -2.054  -0.3512
H: 0.278 -0.004 0.926  0.2972
H: 0.888 -0.249 -0.579  0.3282
H: -0.605 0.763 -0.467  0.2977

Forces on the atoms, in the same order (eV/Å):
C -3.22 -0.43 3.46
N 1.85 0.69 -3.18
O -1.37 1.03 1.88
C 0.33 -0.98 0.18
S 0.01 0.21 -0.62
H 0.01 0.85 0.20
H 2.22 -0.52 -1.94
H 0.18 -0.85 0.04



Entry 3:
The molecule C2H3NOS in a non-equilibrium geometry. Source: the OMol25 dataset; level of theory: ωB97M-V with the def2-TZVPD basis set.

Computed properties:
Highest occupied orbital energy (eV): -9.6
Structure (SMILES): C=NSC=O
LUMO level (eV): -0.3
Orbital gap (eV): 9.32
Max |F| (eV/A): 10.6
Energy above the lowest of the compared OMol25 structures with the same formula, charge and spin (eV): 2.963

Each line ends with the Mulliken charge.
Element x y z (Å)
C: 1.427 0.496 -0.014  -0.2859
N: 1.032 -0.776 -0.250  -0.3279
S: -0.496 -1.419 -0.233  0.0465
C: -1.553 -0.203 0.059  0.2164
O: -1.375 0.987 -0.391  -0.5241
H: 2.485 0.278 0.078  0.2554
H: 0.894 1.301 -0.054  0.3911
H: -2.413 -0.663 0.804  0.2284

Forces on the atoms, in the same order (eV/Å):
C 2.56 -10.26 -1.28
N 0.70 3.44 0.73
S 1.69 -2.08 -0.26
C -2.21 4.68 -0.03
O -1.19 -4.12 2.43
H 0.35 1.79 0.24
H -3.12 4.79 0.05
H 1.22 1.76 -1.87



Entry 4:
The molecule C2H3NOS2 in a non-equilibrium geometry. Source: the OMol25 dataset; level of theory: ωB97M-V with the def2-TZVPD basis set.

Computed properties:
Highest occupied orbital energy (eV): -9.4
Structure (SMILES): O/N=C\SC=S
LUMO level (eV): -0.8
Orbital gap (eV): 8.58
Max |F| (eV/A): 2.2
Energy above the lowest of the compared OMol25 structures with the same formula, charge and spin (eV): 2.896

Each line ends with the Mulliken charge.
Element x y z (Å)
O: 0.407 -1.185 -2.454  -0.2783
N: 1.165 -0.077 -2.238  -0.1749
C: 0.786 0.720 -1.309  -0.1539
S: -0.559 0.584 -0.234  -0.1340
C: 0.114 -0.165 1.197  -0.1059
S: -0.632 -0.150 2.604  -0.2022
H: -0.324 -1.209 -1.792  0.3079
H: 1.466 1.567 -1.176  0.4235
H: 1.116 -0.613 1.024  0.3177

Forces on the atoms, in the same order (eV/Å):
O -0.13 -0.06 0.21
N -0.83 0.02 0.41
C 2.10 0.24 -0.65
S -1.34 -0.10 0.39
C 1.08 -0.08 -0.56
S -0.21 -0.15 0.36
H 0.29 0.07 -0.27
H -0.34 -0.18 -0.05
H -0.62 0.23 0.16



Entry 5:
A structure of composition C2H3NOS2 in a non-equilibrium geometry. Source: the OMol25 dataset; level of theory: ωB97M-V with the def2-TZVPD basis set.

Computed properties:
Highest occupied orbital energy (eV): -8.9
LUMO level (eV): -0.3
Orbital gap (eV): 8.57
Max |F| (eV/A): 6.2
Energy above the lowest of the compared OMol25 structures with the same formula, charge and spin (eV): 3.359

Each line ends with the Mulliken charge.
Element x y z (Å)
C: -0.358 0.275 -1.045  0.2290
C: -0.208 -0.697 1.094  -0.2806
H: 1.081 1.828 -0.955  0.3835
H: -0.935 -0.538 2.046  0.2731
H: -0.112 -1.771 1.260  0.2900
N: 1.019 0.493 -0.711  -0.3739
O: -0.960 -0.581 -0.219  -0.2626
S: -0.927 0.699 -2.504  -0.2702
S: 1.401 0.293 1.035  0.0118

Forces on the atoms, in the same order (eV/Å):
C 1.41 -1.11 -0.24
C -2.20 -0.67 1.63
H 0.07 -5.36 0.77
H 1.49 0.88 -2.44
H 0.91 -0.03 -0.70
N -0.17 6.16 -0.23
O 1.34 0.84 2.31
S -0.43 0.27 0.13
S -2.42 -0.99 -1.23



Entry 6:
The molecule C2H3NOS2 in a non-equilibrium geometry. Source: the OMol25 dataset; level of theory: ωB97M-V with the def2-TZVPD basis set.

Computed properties:
Highest occupied orbital energy (eV): -9.1
Structure (SMILES): O=CN(S)C=S
LUMO level (eV): -1.0
Orbital gap (eV): 8.12
Max |F| (eV/A): 4.7
Energy above the lowest of the compared OMol25 structures with the same formula, charge and spin (eV): 1.941

Each line ends with the Mulliken charge.
Element x y z (Å)
O: 1.625 2.107 -0.629  -0.4905
C: 1.558 0.880 -0.569  0.1903
N: 0.522 0.157 -0.080  -0.0590
S: 0.522 -1.624 -0.377  -0.0300
C: -0.548 0.767 0.502  -0.0169
S: -2.040 -0.145 0.722  -0.3313
H: 2.545 0.261 -0.684  0.2904
H: -0.442 -1.718 0.559  0.1395
H: -0.535 1.927 0.597  0.3076

Forces on the atoms, in the same order (eV/Å):
O -0.78 -2.29 -0.14
C 4.14 2.17 0.46
N -1.44 -1.20 0.36
S 0.42 1.54 0.16
C -3.62 -0.52 -0.68
S 2.87 2.30 0.22
H -1.81 0.65 -0.37
H -0.19 -0.31 0.04
H 0.40 -2.35 -0.04



Entry 7:
A structure of composition C2H3NOS3 in a non-equilibrium geometry. Source: the OMol25 dataset; level of theory: ωB97M-V with the def2-TZVPD basis set.

Computed properties:
Highest occupied orbital energy (eV): -9.5
LUMO level (eV): -2.9
Orbital gap (eV): 6.55
Max |F| (eV/A): 3.8
Energy above the lowest of the compared OMol25 structures with the same formula, charge and spin (eV): 2.321

Each line ends with the Mulliken charge.
Element x y z (Å)
C: -1.545 0.236 0.193  0.7620
C: -0.077 0.068 0.098  -1.0831
N: -2.217 -0.754 0.608  -0.3736
O: -4.072 -1.783 -0.756  -0.4610
S: -2.132 1.762 -0.553  -0.1630
S: -4.682 0.967 0.100  -0.1004
S: -3.887 -0.955 0.396  0.4700
H: 0.582 0.962 -0.090  0.3508
H: 0.162 -0.559 -0.693  0.3263
H: 0.382 -0.439 1.022  0.2721

Forces on the atoms, in the same order (eV/Å):
C -0.76 1.13 -1.08
C 2.67 1.17 2.49
N -0.63 0.13 0.06
O 0.06 -0.66 -1.46
S -2.35 -1.76 1.27
S 3.41 0.86 -0.79
S -0.26 0.26 1.94
H -1.18 -0.42 0.35
H 0.08 -1.44 -1.62
H -1.06 0.72 -1.17



Entry 8:
The molecule C2H3NS in a non-equilibrium geometry. Source: the OMol25 dataset; level of theory: ωB97M-V with the def2-TZVPD basis set.

Computed properties:
Highest occupied orbital energy (eV): -8.2
Structure (SMILES): CC1=NS1
LUMO level (eV): 0.4
Orbital gap (eV): 8.64
Max |F| (eV/A): 5.6
Energy above the lowest of the compared OMol25 structures with the same formula, charge and spin (eV): 2.092

Each line ends with the Mulliken charge.
Element x y z (Å)
C: 0.212 0.014 0.154  -0.7423
C: 1.599 -0.121 0.616  0.5118
N: 2.791 0.481 0.668  -0.4319
S: 2.445 -0.774 1.989  -0.1469
H: -0.208 0.909 0.600  0.2656
H: -0.445 -0.729 0.625  0.2816
H: 0.065 0.048 -0.988  0.2620

Forces on the atoms, in the same order (eV/Å):
C -0.99 -0.28 -1.43
C 4.69 2.84 1.02
N -4.89 -2.10 -1.20
S -0.02 -0.67 0.49
H 0.32 0.63 -0.19
H 0.51 -0.35 -0.53
H 0.38 -0.07 1.85